Entry 1:
DFT (ωB97M-V/def2-TZVPD) results for C6H10O as an isolated structure.

The geometry in XYZ format:
```
17
Properties=species:S:1:pos:R:3:forces:R:3
C 1.816394 -0.467369 -0.434402 -0.018 -0.109 -0.033
C 1.203452 0.580449 0.438949 -0.158 0.088 -0.531
C 0.216276 1.474236 -0.338458 -0.160 -0.033 0.035
C -1.114229 0.782812 -0.047719 0.006 0.063 -0.004
O -1.386319 -0.323133 -0.959456 0.103 0.006 0.475
C -1.218561 -1.302668 0.102779 0.065 -0.060 -0.090
C -0.819306 -0.220804 1.088448 0.651 0.301 -0.043
H 2.290603 -1.283806 0.126504 -0.107 0.227 -0.135
H 2.623859 0.081613 -0.955926 -0.190 -0.091 0.172
H 1.170873 -0.872412 -1.238375 0.110 0.104 0.208
H 0.417699 0.011319 1.361633 -0.737 -0.370 0.199
H 0.226171 2.510029 0.036847 -0.009 -0.289 -0.089
H 0.383632 1.492523 -1.426309 0.013 -0.035 0.245
H -1.985051 1.453600 0.034162 0.240 -0.220 -0.037
H -0.451362 -2.052082 -0.155420 -0.205 0.210 0.056
H -2.159821 -1.826425 0.345857 0.262 0.213 -0.105
H -1.267547 -0.160377 2.087427 0.134 -0.005 -0.324
```
Forces are in eV/Å.

Summary:
Relative energy (zero: lowest compared OMol25 entry of this formula, charge and spin) = 483.40 kJ/mol
E_HOMO = -7.695 eV
Kohn-Sham gap = 8.24 eV
Total charge = 0
LUMO energy = 0.550 eV


Entry 2:
DFT (ωB97M-V/def2-TZVPD) results for a 9-piece molecular cluster, C5H25O10 overall at a distorted geometry.

The geometry in XYZ format:
```
40
Properties=species:S:1:pos:R:3:forces:R:3
O 0.905033 -1.180764 -0.525113 -0.243 0.875 0.112
C 1.725169 -0.304079 -0.124288 2.120 -1.834 -0.511
O 2.097616 -0.111390 1.060640 -0.731 0.604 -0.395
C 2.679432 0.290386 -1.200316 -1.939 0.573 1.201
C 2.395268 1.781702 -1.248974 1.292 1.631 0.390
C 1.013263 2.313084 -1.628230 -0.698 0.037 -0.028
C 0.484959 1.933817 -3.020966 -0.399 -0.582 0.378
H 3.679749 0.065594 -0.820725 -0.054 0.161 -0.398
H 2.466199 -0.128575 -2.181938 0.176 -0.286 0.048
H 2.686859 2.354500 -0.345654 -0.340 -0.993 0.310
H 3.180126 2.199577 -1.877962 -0.230 0.241 -0.951
H 0.226568 2.108640 -0.838657 0.970 0.091 -0.753
H 1.075921 3.412315 -1.718371 0.270 -0.353 0.673
H -0.264226 1.149446 -3.036856 -0.141 -0.262 0.392
H 1.260361 1.561486 -3.690531 0.174 0.571 -0.201
H -0.055682 2.806326 -3.369442 0.189 0.078 -0.731
H -2.118980 2.869923 1.558338 0.269 -0.064 -0.071
H -0.963941 2.177611 2.228453 0.184 0.050 -0.067
O -1.211896 3.036455 1.869136 -0.187 0.074 0.079
H 2.455330 -1.845149 1.550738 -0.049 -0.010 -0.020
H 2.016509 -3.138207 0.871996 0.151 0.150 -0.144
O 2.526622 -2.817655 1.620361 0.056 -0.215 0.205
H -3.273399 1.120608 2.258063 0.092 0.255 0.098
H -3.920507 0.789649 0.957296 0.662 0.510 -0.284
O -3.502306 1.553465 1.427285 -0.763 -0.395 0.448
H 0.727767 -1.598627 3.198421 0.486 0.127 -0.738
H 1.063723 -0.176814 2.443210 0.110 -1.358 0.132
O 0.668605 -0.642610 3.219564 -0.870 0.999 0.869
H -1.832307 -2.867538 1.604141 -0.609 0.839 -0.354
H -1.894010 -1.571211 2.328306 -0.186 0.244 -0.073
O -2.498070 -2.187113 1.890684 0.279 -0.743 0.737
H -0.998688 -1.389953 -1.265284 -0.253 0.134 -0.398
H -0.529970 -0.844077 -2.556036 0.101 0.045 -0.099
O -1.342655 -1.142817 -2.142873 -0.184 -0.201 0.314
H -3.538929 -0.712867 -0.885662 0.282 -0.266 0.377
H -3.393258 -1.450404 0.544958 0.386 0.120 -0.160
O -3.662614 -0.641400 0.070109 -0.768 -0.043 -0.556
H 0.073830 -3.619770 0.987622 0.249 0.149 -0.107
H 0.079397 -2.180818 0.235030 0.012 -0.536 0.428
O -0.486860 -2.972747 0.553508 0.134 -0.420 -0.151
```
Forces are in eV/Å.

Summary:
Relative energy (zero: lowest compared OMol25 entry of this formula, charge and spin) = 0.00 kJ/mol
E_HOMO = -6.521 eV
Kohn-Sham gap = 9.59 eV
Total charge = -1
LUMO energy = 3.072 eV


Entry 3:
DFT (ωB97M-V/def2-TZVPD) results for C4H7NO2 as an isolated structure at a distorted geometry.

The geometry in XYZ format:
```
14
Properties=species:S:1:pos:R:3:forces:R:3
C 0.703598 0.728612 0.010359 -4.771 6.144 7.923
C 1.011259 -0.418035 0.632855 3.748 -8.988 1.829
C -0.345529 -0.326060 0.125245 -5.370 0.539 3.683
C -0.727852 -1.008351 -1.060189 -0.768 1.205 -3.577
H 0.259720 3.071083 0.336407 1.211 -4.985 1.797
H 0.231191 1.882175 1.692468 -1.561 -0.368 2.736
H 1.125402 0.873479 -0.789678 3.817 1.591 -8.647
H 1.077080 -0.769460 1.664950 0.200 1.218 0.018
H 1.594100 -1.270380 0.004777 -0.968 2.387 1.252
H -1.332114 -0.168706 1.072971 3.366 -0.331 -3.358
H -2.135395 -2.274888 -1.213996 -0.573 4.969 -0.802
N 0.627147 2.000227 0.836603 0.750 3.134 -5.613
O -2.112356 -1.124299 -1.318316 0.839 -5.864 1.713
O 0.023748 -1.195397 -1.994457 0.080 -0.651 1.046
```
Forces are in eV/Å.

Summary:
Relative energy (zero: lowest compared OMol25 entry of this formula, charge and spin) = 569.62 kJ/mol
E_HOMO = -9.218 eV
Kohn-Sham gap = 9.74 eV
Total charge = 0
LUMO energy = 0.520 eV


Entry 4:
DFT (ωB97M-V/def2-TZVPD) results for C25H21N2O3PPdS2Te as an isolated structure at a distorted geometry.

The geometry in XYZ format:
```
56
Properties=species:S:1:pos:R:3:forces:R:3
Pd 0.844922 0.238432 1.276361 0.602 -0.948 -0.636
O -0.683521 1.939864 1.640878 -0.653 -0.130 0.292
S -1.517991 1.015459 2.422857 -2.169 1.873 0.261
O -1.969488 1.552536 3.669411 -0.351 -0.134 0.126
O -0.974478 -0.359857 2.543069 1.226 -0.289 -0.611
C -2.926143 0.668141 1.366953 0.393 0.002 0.220
C -4.223184 0.825311 1.812059 0.041 0.127 0.148
C -5.276215 0.453710 0.994289 0.090 0.045 -0.067
C -5.016095 -0.055395 -0.269822 0.006 -0.032 -0.029
C -3.711144 -0.230828 -0.702958 0.115 0.034 0.139
C -2.646251 0.119675 0.124690 0.110 0.161 0.031
P -0.902740 -0.181935 -0.373781 -0.029 -0.412 -0.776
C -1.026885 -1.952636 -0.794399 0.329 0.092 0.125
C -1.456576 -2.448638 -2.019375 0.058 0.075 0.007
C -1.537559 -3.814767 -2.220525 -0.062 -0.082 -0.068
C -1.201546 -4.690439 -1.200408 0.000 -0.006 0.039
C -0.762942 -4.200391 0.020595 -0.010 -0.133 -0.010
C -0.664195 -2.835629 0.221505 0.077 0.222 0.176
C -0.838699 0.651036 -1.982956 0.250 0.138 0.034
C 0.150218 0.270842 -2.890124 -0.097 -0.049 0.140
C 0.282320 0.932814 -4.095940 0.060 -0.003 -0.109
C -0.557958 1.993231 -4.401602 -0.045 0.026 -0.010
C -1.514696 2.401514 -3.486279 0.015 0.110 -0.127
C -1.645819 1.745660 -2.276025 0.006 -0.122 0.150
H -4.374446 1.234831 2.797354 -0.101 0.036 0.156
H -6.293095 0.558663 1.340931 -0.084 0.040 0.009
H -5.833064 -0.325718 -0.922088 -0.068 -0.057 -0.044
H -3.525035 -0.649891 -1.680647 0.018 -0.036 -0.090
H -1.703535 -1.770136 -2.823370 -0.053 0.040 -0.073
H -1.865224 -4.198682 -3.176187 -0.026 -0.020 -0.058
H -1.278109 -5.755733 -1.360603 0.015 -0.086 -0.004
H -0.491118 -4.885835 0.809840 0.026 -0.023 0.072
H -0.303481 -2.429905 1.168433 -0.110 -0.191 -0.169
H 0.805604 -0.553856 -2.638423 0.077 -0.076 -0.063
H 1.034284 0.619259 -4.806448 0.061 -0.042 -0.043
H -0.469268 2.500121 -5.350791 0.025 0.045 -0.083
H -2.166209 3.231140 -3.717339 -0.026 0.091 -0.012
H -2.372447 2.081467 -1.550121 -0.097 0.020 -0.021
N 3.254959 1.439014 -2.026147 -0.132 0.173 0.188
C 3.895004 0.249959 -1.831962 0.161 -0.435 0.163
C 3.442768 -0.233507 -0.640063 0.324 -0.243 -0.238
N 2.544351 0.644458 -0.115090 -1.028 0.002 0.718
C 2.443132 1.637559 -0.966810 -0.083 0.355 -0.044
H 3.362365 2.042243 -2.824601 -0.083 0.030 0.127
H 4.598816 -0.145335 -2.533507 0.152 -0.066 -0.124
H 3.702323 -1.137300 -0.123854 0.056 -0.113 -0.005
H 1.808550 2.496837 -0.844665 -0.073 0.051 -0.038
Te 1.337384 0.240515 3.797804 1.000 -0.091 0.627
C 3.241201 0.700572 4.596462 0.127 0.099 -0.113
C 4.383414 1.168745 4.003826 -0.653 -0.226 -0.226
C 5.444209 1.376463 4.904879 0.218 -0.026 0.586
C 5.104699 1.075313 6.188160 -0.109 -0.023 -0.022
S 3.478978 0.535696 6.305017 0.129 0.041 -0.519
H 4.443227 1.352755 2.944747 0.032 0.037 -0.180
H 6.419368 1.731745 4.623140 0.179 0.070 -0.057
H 5.707060 1.130833 7.073651 0.167 0.056 0.135
```
Forces are in eV/Å.

Summary:
E_HOMO (spin up / spin down) = -6.654 / -6.626 eV
Kohn-Sham gap (spin up / spin down) = 5.70 / 5.44 eV
Total charge = 0
LUMO energy (spin up / spin down) = -0.952 / -1.182 eV


Entry 5:
DFT (ωB97M-V/def2-TZVPD) results for C5H6O2S in the gas phase at a distorted geometry.

The geometry in XYZ format:
```
14
Properties=species:S:1:pos:R:3:forces:R:3
C -1.745694 1.874404 0.180499 -0.105 -0.123 1.846
O -0.929550 0.772793 0.655642 0.628 0.045 -1.599
C -0.200506 0.214406 -0.327397 0.017 -0.509 0.648
C 0.698050 -0.814981 -0.058743 -0.700 1.450 -1.237
C 1.007299 -1.260243 1.309633 -0.401 -0.360 2.076
O 0.459803 -0.881889 2.344623 0.518 -0.192 -1.632
C 1.435360 -1.359514 -1.196370 0.768 -0.285 -0.557
S 2.408811 -2.707057 -1.101274 -0.935 1.344 -0.486
H -2.464761 1.489266 -0.508415 -0.426 -0.114 -0.726
H -1.116081 2.661247 -0.244665 -0.231 -0.064 0.156
H -2.306907 2.193736 1.093255 0.639 0.089 -0.884
H -0.414710 0.609737 -1.371562 0.510 -0.647 1.246
H 1.805862 -2.033275 1.408742 -0.268 0.451 -0.423
H 1.363025 -0.758630 -2.183968 -0.016 -1.085 1.573
```
Forces are in eV/Å.

Summary:
Relative energy (zero: lowest compared OMol25 entry of this formula, charge and spin) = 196.54 kJ/mol
E_HOMO = -8.563 eV
Kohn-Sham gap = 7.84 eV
Total charge = 0
Structure (SMILES) = CO/C=C(\C=O)C=S
LUMO energy = -0.721 eV


Entry 6:
DFT (ωB97M-V/def2-TZVPD) results for C4H9N in the gas phase at a distorted geometry.

The geometry in XYZ format:
```
14
Properties=species:S:1:pos:R:3:forces:R:3
C -0.234533 -1.468273 -0.292917 -1.494 0.138 -0.170
C -0.562775 -0.171710 -0.104000 1.058 -0.533 -0.110
N -1.814400 0.383137 -0.284348 -1.664 -0.180 -0.061
C 0.465471 0.767456 0.437946 2.205 -0.079 -0.008
C 1.991437 0.338483 0.172343 -0.390 3.294 -0.539
H 0.619036 -1.932800 0.156418 0.587 0.238 -0.105
H -0.902675 -2.176431 -0.789959 -0.106 0.359 0.286
H -2.053330 1.260614 -0.747289 0.761 -0.535 0.436
H -2.622686 -0.145523 0.036231 0.521 0.152 -0.522
H 0.392305 0.801369 1.528524 -0.270 0.048 0.044
H 0.302420 1.808318 0.123437 -0.056 -0.349 -0.229
H 2.240391 -0.509297 0.782516 0.431 -0.242 0.062
H 2.297625 0.244969 -0.891419 -0.779 -0.649 0.520
H 2.620617 1.281281 0.413376 -0.802 -1.663 0.397
```
Forces are in eV/Å.

Summary:
Relative energy (zero: lowest compared OMol25 entry of this formula, charge and spin) = 81.90 kJ/mol
E_HOMO = -8.205 eV
Kohn-Sham gap = 9.35 eV
Total charge = 0
Structure (SMILES) = C=C(N)CC
LUMO energy = 1.145 eV